{"formula": "C25H22AgF3N2S2", "method": "ωB97M-V with the def2-TZVPD basis set", "charge": -2, "multiplicity": 1, "e_lumo_ev": 4.5, "species": ["Ag", "C", "N", "C", "C", "N", "C", "C", "C", "C", "C", "C", "C", "S", "C", "C", "C", "C", "C", "C", "S", "H", "H", "H", "H", "H", "H", "H", "H", "H", "H", "H", "H", "H", "H", "H", "H", "H", "H", "F", "C", "F", "F", "C", "C", "C", "C", "C", "C", "C", "C", "H", "H", "H", "H"], "positions_angstrom": [[0.91, 0.12, -0.30], [-1.24, 2.64, -0.31], [-1.53, 1.22, -0.40], [-2.06, 0.70, 0.85], [-1.93, -0.82, 0.92], [-0.58, -1.23, 1.27], [-0.30, -2.57, 0.78], [-0.27, -1.10, 2.67], [-0.68, -2.07, 3.57], [-0.29, -2.06, 4.90], [0.56, -1.06, 5.34], [0.95, -0.07, 4.48], [0.53, -0.03, 3.13], [0.98, 1.33, 2.20], [-2.36, 0.97, -1.55], [-3.64, 1.49, -1.63], [-4.41, 1.38, -2.78], [-3.88, 0.72, -3.88], [-2.62, 0.16, -3.81], [-1.83, 0.25, -2.65], [-0.30, -0.52, -2.66], [-2.13, 3.25, -0.05], [-0.86, 2.99, -1.27], [-0.48, 2.80, 0.45], [-3.13, 0.98, 0.99], [-1.49, 1.15, 1.66], [-2.16, -1.23, -0.07], [-2.67, -1.21, 1.64], [-1.07, -3.31, 1.08], [0.67, -2.89, 1.15], [-0.25, -2.54, -0.31], [-1.34, -2.87, 3.23], [-0.63, -2.84, 5.58], [0.93, -1.07, 6.36], [1.60, 0.73, 4.81], [-4.07, 2.01, -0.78], [-5.41, 1.80, -2.82], [-4.44, 0.66, -4.80], [-2.20, -0.37, -4.65], [6.17, -7.66, -0.65], [6.70, -6.50, -0.16], [7.19, -6.83, 1.06], [7.81, -6.31, -0.94], [5.76, -5.36, -0.16], [5.43, -4.67, 1.01], [4.55, -3.61, 0.96], [3.97, -3.19, -0.26], [4.28, -3.94, -1.42], [5.15, -4.99, -1.37], [3.19, -2.03, -0.33], [2.75, -0.88, -0.45], [5.87, -4.97, 1.95], [4.30, -3.08, 1.86], [3.81, -3.66, -2.34], [5.39, -5.56, -2.27]]}

---

{"formula": "C25H22AuN2O6S7", "method": "ωB97M-V with the def2-TZVPD basis set", "charge": -1, "multiplicity": 1, "e_lumo_ev": 1.2, "species": ["Au", "S", "C", "S", "C", "C", "S", "S", "S", "C", "C", "C", "C", "C", "C", "C", "S", "O", "O", "N", "C", "C", "C", "O", "O", "H", "H", "H", "H", "H", "H", "H", "H", "H", "H", "H", "H", "O", "C", "O", "C", "C", "C", "C", "S", "C", "C", "H", "H", "H", "H", "H", "C", "C", "C", "N", "C", "C", "H", "H", "H", "H", "H"], "positions_angstrom": [[0.84, -1.40, -1.26], [-2.11, -6.27, 3.21], [-1.40, -5.22, 2.16], [-2.14, -4.67, 0.70], [-0.85, -3.63, 0.15], [0.22, -3.56, 0.95], [1.63, -2.59, 0.60], [0.16, -4.52, 2.41], [-0.99, -2.79, -1.38], [-2.72, 2.75, 7.81], [-2.11, 2.45, 6.47], [-1.86, 3.46, 5.55], [-1.33, 3.18, 4.30], [-1.04, 1.86, 3.97], [-1.29, 0.83, 4.87], [-1.82, 1.13, 6.11], [-0.39, 1.48, 2.38], [-0.80, 2.51, 1.46], [-0.71, 0.12, 2.07], [1.23, 1.68, 2.68], [2.17, 0.97, 1.78], [1.95, 1.34, 0.32], [2.99, 0.63, -0.55], [4.13, 1.05, -0.56], [2.62, -0.38, -1.29], [-2.68, 3.82, 8.03], [-2.19, 2.22, 8.61], [-3.76, 2.43, 7.84], [-2.09, 4.49, 5.82], [-1.15, 3.96, 3.58], [-1.08, -0.19, 4.58], [-2.02, 0.33, 6.82], [1.39, 1.40, 3.64], [2.09, -0.11, 1.91], [3.17, 1.29, 2.09], [2.10, 2.41, 0.19], [0.94, 1.08, 0.02], [3.37, -2.48, -9.28], [2.84, -3.33, -8.36], [2.81, -4.50, -8.59], [2.30, -2.70, -7.12], [2.67, -1.42, -6.69], [2.09, -0.87, -5.56], [1.10, -1.55, -4.86], [0.22, -0.74, -3.57], [0.76, -2.85, -5.27], [1.36, -3.41, -6.38], [3.23, -1.57, -8.99], [3.46, -0.87, -7.19], [2.40, 0.10, -5.21], [0.02, -3.40, -4.70], [1.10, -4.41, -6.71], [-2.64, 2.77, -0.71], [-1.43, 2.95, -1.37], [-0.60, 1.85, -1.53], [-0.90, 0.64, -1.08], [-2.06, 0.47, -0.44], [-2.96, 1.51, -0.24], [-3.31, 3.60, -0.56], [-1.14, 3.91, -1.76], [0.35, 1.94, -2.05], [-2.26, -0.53, -0.08], [-3.88, 1.32, 0.29]]}

---

{"formula": "C25H22BN6O8", "method": "ωB97M-V with the def2-TZVPD basis set", "charge": -1, "multiplicity": 1, "e_lumo_ev": 1.5, "species": ["C", "C", "C", "C", "C", "B", "C", "C", "C", "C", "C", "O", "C", "C", "C", "C", "C", "O", "C", "C", "C", "C", "C", "O", "O", "H", "H", "H", "H", "H", "H", "H", "H", "H", "H", "H", "H", "H", "H", "H", "H", "H", "H", "H", "H", "O", "N", "O", "C", "C", "C", "N", "O", "O", "C", "N", "N", "N", "N", "C", "H", "H"], "positions_angstrom": [[-4.66, -3.17, 4.23], [-3.22, -2.96, 4.16], [-2.31, -3.15, 5.17], [-1.05, -2.93, 4.62], [-1.18, -2.57, 3.25], [-1.27, 2.34, 2.19], [-1.00, 2.29, 3.69], [-1.41, 2.90, 4.86], [-0.71, 2.27, 5.94], [0.05, 1.26, 5.39], [0.98, 0.35, 6.04], [-0.15, 1.22, 4.03], [-0.26, -3.05, 2.30], [-0.47, -3.62, 1.04], [0.73, -4.30, 0.74], [1.58, -4.19, 1.83], [2.95, -4.61, 2.04], [0.98, -3.45, 2.80], [-2.52, 1.53, 1.85], [-2.85, 0.82, 0.70], [-4.07, 0.14, 0.95], [-4.45, 0.52, 2.23], [-5.62, 0.30, 3.05], [-3.48, 1.33, 2.80], [-2.59, -2.57, 3.01], [-4.93, -3.40, 5.28], [-5.22, -2.30, 3.90], [-5.04, -4.04, 3.67], [-2.57, -3.47, 6.18], [-0.12, -3.16, 5.15], [-2.16, 3.70, 4.94], [-0.76, 2.57, 6.98], [1.51, 0.89, 6.84], [0.41, -0.47, 6.50], [1.69, -0.04, 5.30], [-1.39, -3.50, 0.46], [0.97, -4.77, -0.21], [3.02, -5.67, 1.84], [3.62, -4.13, 1.32], [3.28, -4.34, 3.03], [-2.30, 0.77, -0.25], [-4.51, -0.59, 0.26], [-6.51, 0.09, 2.44], [-5.47, -0.54, 3.74], [-5.81, 1.21, 3.63], [-0.71, 1.24, -3.25], [-0.19, 0.14, -2.96], [-0.15, -0.85, -3.72], [0.37, -0.07, -1.64], [0.96, -1.20, -1.08], [1.11, -1.18, 0.36], [2.39, -1.50, 0.87], [3.22, -2.04, 0.09], [2.65, -1.19, 2.05], [0.18, -0.52, 1.24], [-0.14, 0.71, 0.62], [-0.25, 2.02, 1.16], [-0.23, 2.93, 0.16], [0.05, 2.29, -0.96], [0.08, 0.99, -0.72], [1.33, -2.00, -1.72], [0.10, -0.62, 2.30]]}

---

{"formula": "C25H22BaNO3S2", "method": "ωB97M-V with the def2-TZVPD basis set", "charge": -1, "multiplicity": 1, "e_lumo_ev": [-1.2, -1.4], "species": ["C", "C", "C", "H", "C", "C", "H", "H", "H", "H", "C", "C", "C", "H", "C", "C", "H", "H", "H", "H", "Ba", "O", "C", "C", "H", "H", "H", "H", "C", "C", "C", "H", "C", "H", "C", "H", "C", "H", "O", "S", "O", "N", "C", "S", "C", "C", "C", "C", "C", "C", "H", "H", "H", "H"], "positions_angstrom": [[0.50, 0.92, 1.94], [0.65, 1.61, 0.70], [-0.56, 2.30, 0.43], [1.57, 1.65, 0.11], [-1.45, 2.09, 1.52], [-0.80, 1.22, 2.45], [-1.20, 0.90, 3.42], [1.28, 0.33, 2.43], [-0.76, 2.93, -0.45], [-2.42, 2.56, 1.64], [0.27, -1.58, -2.53], [1.29, -1.05, -1.69], [1.56, -2.02, -0.68], [1.84, -0.11, -1.81], [0.71, -3.14, -0.89], [-0.11, -2.86, -2.02], [-0.86, -3.52, -2.46], [-0.12, -1.10, -3.44], [2.35, -1.92, 0.07], [0.73, -4.07, -0.32], [-1.25, -0.78, 0.05], [-2.52, 0.57, -1.39], [-3.31, 1.60, -1.93], [-4.73, 1.59, -1.46], [-2.86, 2.55, -1.62], [-3.34, 1.47, -3.03], [-5.00, 2.33, -0.70], [-7.25, 1.31, -0.54], [-7.01, 0.64, -1.37], [-5.68, 0.70, -1.93], [-5.38, -0.23, -2.99], [-4.35, -0.26, -3.36], [-6.35, -1.05, -3.52], [-6.11, -1.69, -4.38], [-7.65, -1.06, -2.98], [-8.42, -1.70, -3.42], [-7.95, -0.26, -1.86], [-8.93, -0.34, -1.39], [4.99, -3.15, 2.19], [4.42, -1.88, 2.56], [3.54, -1.81, 3.71], [3.77, -1.09, 1.24], [4.38, 0.06, 0.91], [3.94, 1.03, -0.37], [5.50, 0.36, 1.80], [6.37, 1.45, 1.80], [7.39, 1.52, 2.75], [7.56, 0.49, 3.70], [6.68, -0.60, 3.71], [5.68, -0.65, 2.74], [6.22, 2.22, 1.04], [8.06, 2.38, 2.77], [8.36, 0.55, 4.43], [6.76, -1.41, 4.43]]}